(1)
C40H40N9O2Se2W | wB97M-V/def2-TZVPD

Calculated values
Frontier orbital gap (alpha / beta): 6.113 / 6.125 eV
LUMO (alpha / beta): -3.57 / -3.57 eV
Total charge: +1
Multiplicity: 1

Each line ends with the Löwdin charge.
Element x y z (Å)
W: 0.24 0.21 -0.44  1.627
C: -2.64 3.27 -4.46  -0.083
C: -2.86 1.93 -4.17  -0.069
C: -2.46 1.41 -2.94  -0.038
C: -1.83 2.21 -1.99  -0.278
C: -1.62 3.56 -2.30  -0.045
C: -2.03 4.08 -3.52  -0.063
N: -1.41 1.68 -0.74  -0.045
C: -1.73 2.42 0.37  -0.254
C: -2.70 3.44 0.46  -0.010
C: -2.93 4.04 1.68  -0.059
C: -2.23 3.67 2.84  -0.068
C: -1.33 2.65 2.78  -0.001
C: -1.09 2.03 1.54  -0.229
N: -0.35 0.85 1.39  -0.142
N: -0.17 0.22 2.52  0.066
C: 0.02 -1.09 2.29  -0.345
C: 0.12 -1.98 3.39  0.014
C: 0.03 -3.32 3.15  -0.046
C: -0.20 -3.75 1.83  -0.054
C: -0.22 -2.84 0.82  -0.186
N: -0.06 -1.50 1.01  -0.023
H: -2.97 3.68 -5.41  0.109
H: -3.35 1.28 -4.88  0.112
H: -2.66 0.37 -2.71  0.088
H: -1.13 4.20 -1.58  0.120
H: -1.86 5.13 -3.74  0.116
H: -3.28 3.73 -0.40  0.113
H: -3.68 4.82 1.73  0.111
H: -2.42 4.19 3.77  0.107
H: -0.80 2.30 3.65  0.115
H: 0.21 -1.56 4.38  0.122
H: 0.08 -4.03 3.97  0.115
H: -0.34 -4.80 1.60  0.115
H: -0.38 -3.18 -0.19  0.027
Se: -0.61 -3.01 -2.80  0.808
Se: 1.29 -1.94 -1.95  0.858
C: 2.26 -3.33 -0.90  -0.541
C: 2.68 -4.41 -1.66  -0.100
C: 3.50 -5.33 -1.02  -0.047
C: 3.86 -5.10 0.30  -0.042
C: 3.39 -3.97 0.93  -0.105
N: 2.57 -3.09 0.34  0.084
C: -2.01 -1.99 -1.92  -0.631
C: -3.30 -2.34 -2.29  -0.107
C: -4.35 -1.79 -1.60  -0.033
C: -4.09 -0.97 -0.51  -0.021
C: -2.78 -0.66 -0.22  -0.115
N: -1.73 -1.11 -0.95  -0.071
H: 2.40 -4.53 -2.70  0.104
H: 3.86 -6.20 -1.56  0.118
H: 4.51 -5.79 0.82  0.112
H: 3.65 -3.75 1.96  0.119
H: -3.47 -3.04 -3.10  0.109
H: -5.37 -2.03 -1.87  0.123
H: -4.88 -0.56 0.10  0.121
H: -2.54 -0.03 0.62  0.107
C: 1.11 2.48 -4.15  0.037
C: 0.95 2.08 -2.72  -0.281
N: 0.46 0.88 -2.41  -0.238
O: 0.16 0.05 -3.49  -0.164
C: 1.27 2.90 -1.65  -0.276
C: 1.86 4.27 -1.67  0.001
N: 1.00 2.34 -0.45  -0.188
O: 1.17 2.99 0.57  0.005
H: 1.44 1.64 -4.75  0.095
H: 1.82 3.29 -4.25  0.086
H: 0.15 2.83 -4.55  0.090
H: -0.63 0.44 -3.90  0.092
H: 2.26 4.52 -2.65  0.076
H: 2.67 4.32 -0.93  0.093
H: 1.13 5.03 -1.39  0.089
C: 4.01 -1.71 -3.71  -0.118
N: 3.99 -1.42 -2.29  -0.336
C: 5.22 -1.85 -1.66  -0.078
C: 3.67 0.00 -2.09  -0.214
C: 3.54 0.37 -0.62  -0.229
C: 4.76 0.76 -0.06  -0.071
C: 4.93 1.03 1.28  -0.067
C: 3.83 0.90 2.10  -0.068
C: 2.60 0.56 1.55  -0.121
C: 2.38 0.31 0.19  -0.203
H: 4.79 -1.15 -4.24  0.098
H: 3.04 -1.46 -4.15  0.065
H: 4.19 -2.78 -3.86  0.087
H: 5.36 -2.92 -1.85  0.085
H: 5.18 -1.70 -0.58  0.083
H: 6.10 -1.33 -2.05  0.099
H: 2.77 0.22 -2.65  0.066
H: 4.48 0.61 -2.53  0.130
H: 5.62 0.84 -0.72  0.111
H: 5.89 1.33 1.67  0.108
H: 3.90 1.10 3.16  0.108
H: 1.79 0.54 2.25  0.062

---

(2)
C53H94ClF5I2N6O8P2S | wB97M-V/def2-TZVPD

Calculated values
SMILES: CC[C@@H](C)c1c(C[C@H](C)I)c2c(c([C@H](C)F)c1P(=N)(O)O)Sc1c(COO)c(P(O)Cl)c(CC(=O)I)c(C[C@@H](O)C(F)(F)F)c1N2CC(=O)F.CCN(CC)CC.CCN(CC)CC.CCN(CC)CC.CCN(CC)CC
Frontier orbital gap: 7.317 eV
LUMO: -0.46 eV
Total charge: 0
Multiplicity: 1

Each line ends with the Löwdin charge.
Element x y z (Å)
C: -2.63 -2.43 -2.24  -0.080
C: -3.74 -1.56 -1.59  -0.191
C: -3.22 -0.27 -0.86  -0.302
C: -3.95 -0.01 0.51  -0.030
C: -1.69 -0.21 -0.74  -0.134
C: -1.06 -1.05 0.19  -0.091
C: -1.80 -2.07 1.05  -0.209
C: -2.22 -1.62 2.47  -0.659
C: -1.22 -0.74 3.27  -0.186
I: -2.50 -3.47 3.63  0.951
C: 0.34 -1.02 0.32  -0.172
C: 1.02 -0.08 -0.44  -0.317
C: 0.42 0.78 -1.33  -0.146
C: 1.38 1.75 -2.01  -0.360
C: 0.88 3.22 -2.17  -0.031
F: 1.96 1.25 -3.17  -0.012
C: -0.96 0.67 -1.53  -0.107
P: -1.79 1.69 -2.84  0.576
N: -0.91 1.84 -4.11  -0.131
O: -2.21 3.09 -2.16  -0.130
O: -3.14 0.97 -3.44  -0.171
S: 2.79 -0.07 -0.20  1.155
C: 2.95 -0.50 1.51  -0.333
C: 3.98 0.07 2.22  -0.205
C: 4.91 1.07 1.59  -0.258
O: 6.10 0.44 1.15  -0.137
O: 6.98 1.39 0.58  -0.014
C: 4.14 -0.30 3.55  -0.264
P: 5.57 0.49 4.42  0.674
O: 4.82 1.24 5.71  -0.336
Cl: 6.75 -1.07 5.18  0.231
C: 3.27 -1.24 4.12  -0.195
C: 3.52 -1.67 5.56  -0.164
C: 2.32 -1.46 6.52  -0.778
O: 2.22 -2.16 7.49  0.027
I: 0.90 0.12 6.15  0.961
C: 2.24 -1.78 3.36  -0.092
C: 1.32 -2.86 3.93  -0.073
C: 1.98 -4.26 3.80  -0.229
O: 3.02 -4.46 4.73  0.010
C: 0.96 -5.41 3.97  -0.589
F: 1.65 -6.56 4.13  0.136
F: 0.22 -5.59 2.87  0.117
F: 0.22 -5.27 5.08  0.133
C: 2.04 -1.41 2.03  -0.166
N: 0.99 -1.96 1.21  -0.023
C: 1.32 -3.26 0.56  -0.027
C: 2.72 -3.37 -0.03  -0.414
O: 3.69 -3.69 0.59  0.171
F: 2.80 -3.03 -1.34  0.086
H: -2.04 -1.86 -2.97  0.079
H: -3.13 -3.23 -2.80  0.082
H: -1.99 -2.91 -1.50  0.063
H: -4.31 -2.19 -0.90  0.106
H: -4.41 -1.27 -2.41  0.109
H: -3.59 0.57 -1.44  0.089
H: -4.29 -0.98 0.87  0.066
H: -3.25 0.49 1.18  0.087
H: -4.85 0.59 0.33  0.088
H: -2.71 -2.42 0.54  0.092
H: -1.20 -2.98 1.15  0.068
H: -3.19 -1.16 2.55  0.030
H: -1.78 0.13 3.66  0.081
H: -0.89 -1.26 4.16  -0.037
H: -0.39 -0.33 2.70  0.070
H: 2.23 1.90 -1.33  0.078
H: 0.08 3.36 -1.45  0.075
H: 0.62 3.47 -3.19  0.073
H: 1.68 3.91 -1.86  0.056
H: -0.04 1.32 -4.02  -0.018
H: -3.13 3.27 -2.41  0.082
H: -3.01 0.01 -3.37  0.040
H: 4.42 1.60 0.76  0.091
H: 5.21 1.86 2.30  0.094
H: 6.54 2.26 0.57  0.081
H: 3.93 0.85 5.75  -0.011
H: 4.33 -1.11 6.03  0.054
H: 3.85 -2.71 5.60  0.118
H: 0.96 -2.67 4.94  0.094
H: 0.44 -2.88 3.27  0.068
H: 2.42 -4.40 2.81  0.146
H: 2.68 -4.83 5.56  0.117
H: 0.55 -3.43 -0.20  0.141
H: 1.14 -4.03 1.31  0.107
C: -5.80 7.32 -0.54  -0.091
C: -5.96 6.90 -2.00  -0.276
N: -6.27 5.48 -2.15  -0.204
C: -6.12 5.01 -3.52  -0.260
C: -7.04 5.59 -4.59  -0.084
C: -7.44 5.00 -1.44  -0.251
C: -8.78 5.69 -1.72  -0.082
H: -5.07 6.68 -0.03  0.078
H: -5.44 8.35 -0.49  0.073
H: -6.74 7.27 0.01  0.064
H: -5.02 7.10 -2.51  0.118
H: -6.72 7.54 -2.47  0.102
H: -6.21 3.92 -3.52  0.109
H: -5.08 5.20 -3.82  0.107
H: -8.06 5.21 -4.50  0.056
H: -6.69 5.30 -5.58  0.073
H: -7.07 6.68 -4.56  0.068
H: -7.24 5.09 -0.37  0.101
H: -7.55 3.93 -1.61  0.113
H: -8.71 6.78 -1.69  0.067
H: -9.51 5.39 -0.96  0.072
H: -9.20 5.40 -2.69  0.054
C: 4.81 -1.85 -4.09  -0.089
C: 5.85 -2.79 -4.68  -0.275
N: 7.21 -2.42 -4.35  -0.199
C: 8.21 -3.10 -5.15  -0.254
C: 8.31 -4.62 -5.01  -0.089
C: 7.50 -2.30 -2.93  -0.243
C: 7.24 -3.52 -2.04  -0.078
H: 5.03 -0.81 -4.36  0.081
H: 3.82 -2.09 -4.48  0.074
H: 4.76 -1.92 -3.00  0.051
H: 5.74 -2.76 -5.77  0.117
H: 5.61 -3.82 -4.38  0.101
H: 9.19 -2.66 -4.95  0.110
H: 8.01 -2.87 -6.20  0.108
H: 8.77 -4.92 -4.07  0.054
H: 8.95 -5.02 -5.81  0.069
H: 7.35 -5.12 -5.11  0.065
H: 6.92 -1.46 -2.53  0.102
H: 8.54 -1.99 -2.81  0.114
H: 6.25 -3.95 -2.21  0.064
H: 7.27 -3.22 -0.99  0.073
H: 7.99 -4.30 -2.17  0.053
C: -8.94 -4.84 3.24  -0.092
C: -7.95 -5.87 2.72  -0.278
N: -6.58 -5.59 3.10  -0.196
C: -5.60 -6.37 2.36  -0.256
C: -5.62 -7.89 2.53  -0.085
C: -6.34 -5.46 4.53  -0.251
C: -6.73 -6.64 5.43  -0.081
H: -8.64 -3.83 2.97  0.078
H: -9.93 -5.03 2.82  0.072
H: -9.04 -4.89 4.33  0.064
H: -8.01 -5.86 1.63  0.117
H: -8.27 -6.88 3.04  0.101
H: -4.60 -6.00 2.59  0.077
H: -5.74 -6.15 1.29  0.108
H: -5.22 -8.19 3.50  0.055
H: -4.98 -8.35 1.77  0.070
H: -6.62 -8.31 2.41  0.066
H: -6.87 -4.58 4.89  0.102
H: -5.28 -5.23 4.70  0.082
H: -7.73 -7.01 5.22  0.066
H: -6.71 -6.32 6.47  0.072
H: -6.03 -7.47 5.34  0.054
C: 5.02 4.44 -1.42  -0.092
C: 4.22 5.53 -2.11  -0.273
N: 3.88 6.63 -1.22  -0.197
C: 2.86 7.52 -1.76  -0.249
C: 3.20 8.30 -3.03  -0.085
C: 5.00 7.28 -0.56  -0.248
C: 6.11 7.87 -1.44  -0.082
H: 4.52 4.09 -0.52  0.069
H: 5.13 3.58 -2.09  0.079
H: 6.03 4.77 -1.16  0.066
H: 3.29 5.08 -2.46  0.095
H: 4.77 5.87 -3.00  0.107
H: 2.56 8.22 -0.98  0.111
H: 1.97 6.91 -1.96  0.106
H: 3.89 9.11 -2.84  0.054
H: 2.28 8.76 -3.43  0.071
H: 3.61 7.66 -3.82  0.068
H: 5.46 6.56 0.12  0.100
H: 4.62 8.07 0.09  0.114
H: 6.45 7.16 -2.21  0.067
H: 6.98 8.10 -0.82  0.072
H: 5.81 8.79 -1.93  0.054

---

(3)
C3H6N2O | wB97M-V/def2-TZVPD

Calculated values
SMILES: C=NN(C)C=O
Frontier orbital gap: 9.964 eV
LUMO: 0.66 eV
Total charge: 0
Multiplicity: 1
ΔE to the lowest compared entry with this formula, charge and spin: 275.05 kJ/mol

Each line ends with the natural charge from an NBO analysis.
Element x y z (Å)
C: 0.16 2.04 -0.56  -0.100
N: 0.44 1.09 0.36  -0.246
N: 0.09 -0.23 -0.02  -0.310
C: 0.71 -1.24 0.92  -0.413
C: -1.02 -0.65 -0.71  0.506
O: -1.85 0.10 -1.25  -0.603
H: 0.37 3.09 -0.23  0.190
H: -0.42 1.90 -1.50  0.215
H: 0.42 -2.23 0.57  0.209
H: 0.43 -0.96 1.97  0.211
H: 1.86 -1.15 0.99  0.216
H: -1.21 -1.76 -0.55  0.126

---

(4)
C2H6N2 | wB97M-V/def2-TZVPD

Calculated values
SMILES: C/N=C\N
Frontier orbital gap: 9.999 eV
LUMO: 1.01 eV
Total charge: 0
Multiplicity: 1
ΔE to the lowest compared entry with this formula, charge and spin: 86.25 kJ/mol

Each line ends with the natural charge from an NBO analysis.
Element x y z (Å)
C: 1.07 -0.45 0.76  -0.450
N: 0.14 0.62 0.93  -0.493
C: -0.78 0.81 0.10  0.281
N: -0.96 0.05 -1.05  -0.845
H: 1.70 -0.54 1.64  0.208
H: 1.75 -0.22 -0.07  0.184
H: 0.60 -1.41 0.51  0.171
H: -1.53 1.58 0.19  0.167
H: -0.35 -0.70 -1.25  0.384
H: -1.63 0.26 -1.77  0.393

---

(5)
C26H32BCl4F4N7O3STeZr | wB97M-V/def2-TZVPD

Calculated values
Frontier orbital gap: 7.021 eV
LUMO: 0.16 eV
Total charge: 0
Multiplicity: 1
ΔE to the lowest compared entry with this formula, charge and spin: 31.65 kJ/mol

Each line ends with the Löwdin charge.
Element x y z (Å)
Zr: 0.18 0.41 0.44  1.578
C: 2.86 1.65 -1.09  -0.159
C: 2.27 2.94 -0.54  -0.159
N: 1.08 2.69 0.31  -0.201
C: -0.02 3.65 0.13  -0.189
C: -0.86 3.32 -1.12  -0.159
N: -0.60 1.96 -1.62  -0.096
C: 0.31 1.91 -2.79  -0.168
C: 1.21 0.71 -2.71  -0.173
N: 1.83 0.64 -1.38  -0.136
H: 3.53 1.22 -0.35  0.118
H: 3.45 1.87 -1.99  0.127
H: 1.98 3.62 -1.34  0.105
H: 3.02 3.46 0.05  0.131
H: 1.34 2.73 1.29  -0.020
H: 0.37 4.67 0.07  0.125
H: -0.63 3.58 1.03  0.078
H: -0.67 4.05 -1.92  0.117
H: -1.91 3.40 -0.87  0.121
H: -1.48 1.56 -1.91  0.082
H: 0.89 2.83 -2.81  0.103
H: -0.26 1.89 -3.72  0.132
H: 1.96 0.75 -3.50  0.127
H: 0.63 -0.20 -2.84  0.095
H: 2.25 -0.28 -1.29  0.108
Cl: 4.18 -5.20 1.24  0.669
C: 3.55 -3.60 1.31  -0.703
C: 4.11 -2.66 2.17  -0.702
Cl: 5.44 -3.09 3.19  0.674
C: 3.61 -1.36 2.21  -0.606
Cl: 4.28 -0.15 3.24  0.717
C: 2.54 -1.01 1.40  -0.382
O: 2.00 0.21 1.35  -0.411
C: 1.94 -1.96 0.56  -0.393
O: 0.90 -1.53 -0.16  -0.339
C: 2.47 -3.24 0.50  -0.589
Cl: 1.76 -4.37 -0.61  0.718
C: -3.73 -4.08 1.23  -0.058
N: -2.87 -3.14 1.92  -0.043
C: -1.76 -2.62 1.39  -0.785
N: -1.31 -3.11 0.25  0.164
S: -0.98 -1.35 2.27  0.607
H: -4.65 -4.19 1.80  0.093
H: -3.26 -5.07 1.15  0.092
H: -3.99 -3.72 0.23  0.083
H: -3.21 -2.65 2.73  0.122
H: -1.81 -3.83 -0.26  0.085
H: -0.47 -2.71 -0.15  0.038
N: -5.16 -1.54 -2.71  0.196
C: -4.67 -2.77 -3.00  -0.504
O: -5.37 -3.74 -3.21  0.056
C: -3.17 -2.89 -3.06  -0.122
C: -2.61 -4.15 -2.86  -0.017
C: -1.24 -4.28 -2.93  -0.064
C: -0.47 -3.15 -3.20  -0.149
N: -0.99 -1.95 -3.42  0.078
C: -2.32 -1.83 -3.34  -0.093
H: -6.16 -1.45 -2.65  0.118
H: -4.58 -0.77 -2.41  0.073
H: -3.26 -4.99 -2.69  0.125
H: -0.75 -5.24 -2.78  0.107
H: 0.61 -3.22 -3.24  0.097
H: -2.73 -0.84 -3.54  0.118
F: -1.53 -0.50 -0.83  -0.011
B: -2.70 0.22 -0.33  -1.259
F: -3.29 0.88 -1.40  0.147
F: -3.56 -0.61 0.31  0.208
F: -2.06 1.18 0.54  -0.017
Te: 0.16 1.59 3.23  0.991
C: -1.58 2.68 3.78  -0.614
C: -2.69 2.93 2.98  -0.150
C: -3.75 3.69 3.46  -0.100
C: -3.73 4.21 4.75  -0.108
C: -2.63 3.96 5.56  -0.101
C: -1.57 3.20 5.08  -0.184
H: -2.74 2.53 1.98  0.072
H: -4.60 3.88 2.82  0.098
H: -4.56 4.80 5.12  0.096
H: -2.59 4.35 6.57  0.099
H: -0.72 3.01 5.73  0.078

---

(6)
C6H12P4 | wB97M-V/def2-TZVPD

Calculated values
Frontier orbital gap (alpha / beta): 7.720 / 5.780 eV
LUMO (alpha / beta): -0.22 / -1.26 eV
Total charge: 0
Multiplicity: 1
ΔE to the lowest compared entry with this formula, charge and spin: 11.57 kJ/mol

Each line ends with the natural charge from an NBO analysis.
Element x y z (Å)
C: 1.46 -1.19 0.97  -0.315
C: -0.83 -1.43 -1.69  -0.764
C: -0.74 -2.11 -0.33  -0.691
C: 0.51 2.30 0.93  -0.769
C: -0.37 1.91 -0.29  -0.619
C: 1.49 -0.23 1.82  -0.591
P: -2.17 -0.11 -1.80  0.316
P: 0.93 -2.69 0.34  0.613
P: 2.05 1.42 1.32  0.610
P: -1.82 0.69 0.12  0.174
H: 0.20 -1.11 -1.84  0.237
H: -0.96 -2.25 -2.43  0.242
H: -0.97 -1.67 0.69  0.258
H: -1.32 -3.12 -0.46  0.233
H: 0.71 3.33 0.66  0.245
H: -0.33 2.57 1.69  0.244
H: -0.94 2.63 -0.77  0.225
H: 0.28 1.28 -0.88  0.220
H: 1.56 -0.28 2.95  0.228
H: 1.72 -2.66 -0.94  -0.035
H: 2.37 1.10 -0.12  -0.038
H: -2.87 1.60 0.08  -0.022